1.
C11H15N3S in the gas phase. Source: the OMol25 dataset; level of theory: ωB97M-V/def2-TZVPD.

Structure (ORCA input):
```
! wB97M-V def2-TZVPD RIJCOSX def2/J DEFGRID3
* xyz 0 1
S -0.38 1.30 2.86
C 0.06 -3.61 3.19
C -0.54 -3.58 1.92
C 0.35 -2.44 3.87
C -0.90 -2.36 1.33
C -0.01 -1.20 3.28
C -0.64 -1.20 2.03
N 0.25 0.04 3.80
N 0.56 0.63 -2.29
N -0.43 0.42 0.21
C -1.00 0.17 1.53
C -0.63 1.52 -2.07
C 1.59 0.78 -1.25
C -1.07 1.54 -0.54
C 1.07 0.38 0.17
H 0.30 -4.62 3.61
H -0.76 -4.48 1.36
H 0.79 -2.47 4.84
H -1.37 -2.30 0.37
H 0.68 0.16 4.70
H 0.21 -0.34 -2.33
H -2.10 0.26 1.46
H -1.45 1.24 -2.70
H -0.43 2.55 -2.35
H 1.97 1.80 -1.22
H 2.43 0.14 -1.54
H -0.80 2.50 -0.12
H -2.17 1.45 -0.40
H 1.48 1.04 0.94
H 1.42 -0.62 0.39
*
```

Computed properties:
Largest force on an atom: 0.0365 Eh/bohr
Energy: -990.56971 a.u.
Frontier orbital gap: 0.292 Eh

2.
A 5-piece molecular cluster, C20H40O5 overall. Source: the OMol25 dataset; level of theory: ωB97M-V/def2-TZVPD.

Structure (ORCA input):
```
! wB97M-V def2-TZVPD RIJCOSX def2/J DEFGRID3
* xyz 0 1
C 5.22 1.71 -1.66
C 6.36 2.11 -2.58
C 7.28 0.89 -2.61
O 6.79 -0.02 -1.62
C 5.40 0.20 -1.48
H 4.24 2.06 -2.00
H 5.32 2.17 -0.67
H 6.84 3.05 -2.28
H 6.04 2.38 -3.60
H 8.32 1.07 -2.36
H 7.19 0.38 -3.58
H 5.07 -0.11 -0.49
H 4.81 -0.39 -2.19
C -2.14 -4.05 -2.41
C -1.50 -4.68 -1.17
C -2.64 -4.62 -0.16
O -3.80 -4.93 -0.93
C -3.63 -4.42 -2.25
H -1.72 -4.44 -3.33
H -2.00 -2.97 -2.41
H -0.59 -4.18 -0.85
H -1.26 -5.73 -1.36
H -2.75 -3.61 0.24
H -2.49 -5.36 0.62
H -4.30 -3.57 -2.42
H -3.93 -5.21 -2.94
C -5.86 -0.77 -0.49
C -6.50 -1.64 0.61
C -5.30 -2.35 1.23
O -4.21 -1.45 1.09
C -4.34 -0.90 -0.21
H -6.17 0.27 -0.43
H -6.05 -1.18 -1.48
H -7.21 -2.37 0.22
H -6.97 -1.01 1.36
H -5.09 -3.30 0.74
H -5.47 -2.53 2.29
H -3.84 -1.57 -0.92
H -3.87 0.08 -0.24
C 0.81 0.39 -1.88
C 0.77 1.75 -1.22
C 0.60 1.35 0.25
O -0.07 0.10 0.26
C -0.23 -0.39 -1.09
H 1.79 -0.07 -1.72
H 0.66 0.39 -2.96
H -0.04 2.39 -1.56
H 1.70 2.32 -1.33
H 0.05 2.11 0.81
H 1.58 1.26 0.72
H -1.26 -0.15 -1.35
H -0.06 -1.46 -1.08
C 1.88 3.60 5.13
C 0.73 4.55 4.74
C 1.06 4.81 3.27
O 1.56 3.58 2.78
C 2.01 2.77 3.87
H 1.58 3.02 6.01
H 2.79 4.14 5.38
H 0.66 5.45 5.35
H -0.21 4.00 4.80
H 1.80 5.61 3.18
H 0.16 5.10 2.72
H 3.04 2.47 3.68
H 1.38 1.88 3.94
*
```

Computed properties:
Largest force on an atom: 0.0216 Eh/bohr
Energy: -1162.14996 a.u.
Frontier orbital gap: 0.371 Eh

3.
A 3-piece molecular cluster, C36H34O15P2 overall. Source: the OMol25 dataset; level of theory: ωB97M-V/def2-TZVPD.

Structure (ORCA input):
```
! wB97M-V def2-TZVPD RIJCOSX def2/J DEFGRID3
* xyz -2 1
C 2.27 -1.34 -2.46
C 1.00 -1.77 -1.72
O 0.15 -2.62 -2.48
C -0.75 -1.87 -3.32
O -1.55 -1.06 -2.53
P -2.98 -0.65 -3.47
C -2.91 1.16 -2.86
O -4.20 1.65 -2.54
O -4.10 3.06 -2.25
O -3.97 -1.09 -2.14
C -5.31 -1.39 -2.45
C -6.06 -1.74 -1.16
O -2.96 -2.28 -4.05
C -1.65 -2.79 -4.18
C -1.12 -2.86 -5.68
O 0.08 -2.51 -5.82
O -1.94 -3.29 -6.51
P -1.89 -4.46 -3.48
O -3.08 -5.25 -3.82
O -0.51 -5.23 -3.81
O -1.84 -4.27 -1.88
H 2.21 -0.29 -2.74
H 2.44 -1.94 -3.36
H 3.13 -1.44 -1.80
H 0.44 -0.89 -1.40
H 1.26 -2.33 -0.82
H -0.12 -1.28 -4.00
H -4.10 -0.35 -4.32
H -2.11 -0.26 -4.56
H -2.23 1.32 -2.02
H -2.53 1.73 -3.72
H -4.05 3.42 -3.15
H -5.36 -2.23 -3.15
H -5.80 -0.54 -2.94
H -6.71 -0.93 -0.84
H -5.35 -1.93 -0.36
H -6.68 -2.63 -1.30
H -0.54 -6.08 -3.36
H -0.94 -3.96 -1.67
C 8.42 -0.05 0.80
C 9.05 1.12 1.22
C 8.30 2.22 1.59
C 6.91 2.17 1.53
C 6.28 1.00 1.09
C 7.04 -0.11 0.73
C 4.79 0.93 0.99
O 4.24 -0.08 0.62
C 4.01 2.14 1.35
C 2.63 2.11 1.22
C 1.87 3.21 1.56
C 2.50 4.36 2.03
C 3.88 4.40 2.17
C 4.64 3.30 1.82
C 6.12 3.37 1.95
O 6.68 4.36 2.37
H 9.01 -0.91 0.51
H 10.13 1.16 1.26
H 8.77 3.13 1.92
H 6.53 -1.00 0.40
H 2.15 1.21 0.85
H 0.79 3.17 1.45
H 1.91 5.23 2.30
H 4.38 5.29 2.53
C -3.04 -2.48 1.12
C -2.24 -1.74 0.25
C -1.65 -0.57 0.69
C -1.86 -0.12 1.99
C -2.69 -0.85 2.86
C -3.27 -2.04 2.41
C -2.96 -0.39 4.23
O -3.66 -1.01 5.01
C -2.34 0.90 4.67
C -2.62 1.39 5.94
C -2.05 2.58 6.37
C -1.19 3.28 5.53
C -0.91 2.80 4.26
C -1.49 1.61 3.82
C -1.20 1.13 2.44
O -0.43 1.75 1.73
H -3.49 -3.40 0.77
H -2.08 -2.07 -0.76
H -1.03 0.00 0.01
H -3.89 -2.60 3.10
H -3.28 0.83 6.58
H -2.27 2.96 7.36
H -0.74 4.20 5.87
H -0.25 3.33 3.59
*
```

Computed properties:
Largest force on an atom: 0.0123 Eh/bohr
Energy: -3203.63810 a.u.
Frontier orbital gap: 0.137 Eh

4.
A 2-piece molecular cluster, C3H2N2S2 overall. Source: the OMol25 dataset; level of theory: ωB97M-V/def2-TZVPD.

Structure (ORCA input):
```
! wB97M-V def2-TZVPD RIJCOSX def2/J DEFGRID3
* xyz 0 1
C 0.17 -1.44 -0.61
C 2.19 -1.49 0.71
C 1.26 -0.75 -0.04
N -0.73 -1.97 -1.08
N 2.95 -2.06 1.35
S 1.40 0.89 -0.22
S -2.98 2.30 -0.28
H -1.77 2.61 -0.74
H -2.50 1.92 0.90
*
```

Computed properties:
Largest force on an atom: 0.0473 Eh/bohr
Energy: -1021.32348 a.u.
Frontier orbital gap: 0.251 Eh

5.
A 4-piece molecular cluster, C6H18ClO7S3 overall. Source: the OMol25 dataset; level of theory: ωB97M-V/def2-TZVPD.

Structure (ORCA input):
```
! wB97M-V def2-TZVPD RIJCOSX def2/J DEFGRID3
* xyz -1 1
Cl -6.03 0.47 -2.50
O -4.97 -0.19 -1.55
O -6.12 1.89 -2.21
O -5.76 0.27 -3.85
O -7.35 -0.06 -2.19
C 2.09 1.75 -3.74
S 3.46 2.32 -4.85
O 3.79 3.72 -4.29
C 5.02 1.30 -4.55
H 1.42 0.98 -4.13
H 1.48 2.63 -3.58
H 2.27 1.40 -2.72
H 4.77 0.35 -4.08
H 5.40 1.84 -3.68
H 5.78 1.13 -5.31
C 2.39 -7.70 1.28
S 1.03 -6.53 1.61
O 1.28 -6.26 3.06
C 1.58 -5.01 0.71
H 3.36 -7.21 1.35
H 2.21 -8.05 0.27
H 2.40 -8.62 1.87
H 2.47 -4.63 1.21
H 0.72 -4.36 0.86
H 1.73 -5.26 -0.34
C -1.82 3.24 3.57
S -1.95 4.25 5.07
O -0.72 5.17 4.99
C -3.38 5.27 4.60
H -2.11 3.73 2.64
H -2.51 2.40 3.57
H -0.80 2.89 3.39
H -3.38 6.24 5.11
H -4.41 4.96 4.81
H -3.34 5.66 3.59
*
```

Computed properties:
Largest force on an atom: 0.0973 Eh/bohr
Energy: -2420.47947 a.u.
Frontier orbital gap: 0.277 Eh

6.
C4H9N3O in the gas phase. Source: the OMol25 dataset; level of theory: ωB97M-V/def2-TZVPD.

Structure (ORCA input):
```
! wB97M-V def2-TZVPD RIJCOSX def2/J DEFGRID3
* xyz 0 1
C -1.50 -0.79 1.22
C 0.90 1.05 -1.21
N -0.78 -0.54 -0.03
C 0.59 0.41 0.15
C 1.38 -1.07 0.14
O -1.75 -0.11 -0.94
N 0.61 -1.98 -0.13
N 0.56 1.12 1.25
H -1.31 -0.14 -1.80
H 0.87 2.08 1.09
H 2.45 -1.14 0.33
H -0.77 -1.01 2.00
H -2.15 -1.65 1.05
H -2.08 0.08 1.50
H 0.22 1.89 -1.39
H 1.92 1.44 -1.18
H 0.84 0.35 -2.04
*
```

Computed properties:
Largest force on an atom: 0.0156 Eh/bohr
Energy: -397.10111 a.u.
Frontier orbital gap (alpha / beta): 0.288 / 0.288 Eh